Molecular formula: C5H10O2
Method: DFT, ωB97M-V/def2-TZVPD

```
17
Properties=species:S:1:pos:R:3:forces:R:3
O -1.51160 -1.19071 1.31900 -0.13 -0.16 0.24
C 0.55707 0.31827 0.04101 0.04 -0.08 0.03
C -0.51771 -0.46144 -0.70903 -0.02 0.03 -0.06
H -0.20665 -2.37704 0.21331 -0.13 0.12 0.03
H 0.27326 1.62981 1.86393 0.01 -0.02 -0.19
H 2.54059 1.01498 -0.78222 -0.18 0.04 0.00
H -0.12432 -0.82158 -1.66915 -0.02 0.02 0.14
O 1.18547 2.36198 0.10498 0.06 0.18 0.02
H 1.12511 1.44300 -1.79108 0.03 0.01 0.15
H -1.35982 0.20387 -0.94360 0.13 -0.09 0.01
C 1.47048 1.25822 -0.76224 0.16 -0.19 -0.29
H -1.82227 -2.16723 -0.49956 0.10 0.09 0.14
H -0.84408 1.97090 0.51018 0.14 -0.04 0.04
C -1.03049 -1.65779 0.07210 0.18 -0.10 -0.40
H -1.75182 -1.95459 1.85645 0.00 0.19 -0.04
C 0.16032 1.61009 0.77390 -0.30 -0.08 0.28
H 1.13340 -0.35052 0.68904 -0.07 0.07 -0.10
```
Positions in Å, forces in eV/Å.

## Properties
- Charge: 0
- Energy above the lowest of the compared OMol25 structures with the same formula, charge and spin: 227.6 kJ/mol
- Electronic energy: -346.93875 a.u.

The natural (NBO) scheme yields these atomic charges, measured in e: atom 1 (O): -0.728, atom 2 (C): -0.266, atom 3 (C): -0.417, atom 4 (H): 0.154, atom 5 (H): 0.180, atom 6 (H): 0.175, atom 7 (H): 0.211, atom 8 (O): -0.538, atom 9 (H): 0.162, atom 10 (H): 0.209, atom 11 (C): -0.050, atom 12 (H): 0.163, atom 13 (H): 0.165, atom 14 (C): -0.055, atom 15 (H): 0.472, atom 16 (C): -0.044, atom 17 (H): 0.207